This record from OMol25 describes a molecular structure, C18H22N6O7W at a distorted geometry. The level of theory is ωB97M-V/def2-TZVPD.

```
! wB97M-V def2-TZVPD RIJCOSX def2/J DEFGRID3
* xyz 0 3
W 0.2270 -0.1995 -0.1544
O 1.8134 2.8934 2.2581
C 1.3152 2.3071 1.3269
O 1.2064 1.0247 1.2266
C 0.7770 3.1315 0.1114
C 1.3059 2.5943 -1.2300
C 0.9936 3.6005 -2.3514
C -0.5176 3.3695 -2.5597
C -0.8041 2.3095 -1.4857
O 0.3933 1.5235 -1.5138
C -0.7553 2.9708 -0.0957
C -1.4178 2.0830 0.9984
O -2.0323 2.5988 1.9017
O -1.2678 0.8181 0.8112
H 1.0641 4.1708 0.2862
H 2.3353 2.2249 -1.2127
H 1.5647 3.3638 -3.2487
H 1.2291 4.6187 -2.0517
H -0.7205 2.9702 -3.5538
H -1.1070 4.2706 -2.4110
H -1.6700 1.6603 -1.6665
H -1.2729 3.9298 -0.0704
C -3.5019 -3.0117 1.6272
N -2.1192 -2.7169 1.9168
C -1.4966 -3.2126 3.0423
C -0.1821 -2.8864 3.2866
C 0.5068 -2.0817 2.3864
N -0.1251 -1.6227 1.2534
C -1.4440 -1.9317 1.0465
O -1.9714 -1.4827 0.0150
N 1.8269 -1.7403 2.5131
H -3.9880 -3.3828 2.5253
H -3.5704 -3.7593 0.8348
H -3.9909 -2.1003 1.2857
H -2.0849 -3.8289 3.6952
H 0.3099 -3.2407 4.1735
H 2.2097 -1.7693 3.4447
H 2.1095 -0.9365 1.9566
N 2.1743 -0.5240 -0.6164
C 3.2570 -0.5280 -1.1062
N 4.2841 -0.5089 -1.7802
C 5.5677 -0.5675 -1.7248
N 6.7171 -0.5984 -1.7911
C -0.2939 -2.2608 -3.8522
C 0.3355 -2.2310 -2.4546
C -0.0697 -3.4660 -1.6371
O -0.0417 -1.0740 -1.7770
H -0.1446 -3.2318 -4.3191
H 0.1518 -1.4881 -4.4745
H -1.3604 -2.0612 -3.7611
H 1.4421 -2.2200 -2.5514
H -1.1554 -3.5097 -1.5482
H 0.3741 -3.3926 -0.6389
H 0.2809 -4.3720 -2.1283
*
```

Summary:
- DFT total energy (Eh) = -1621.52220
- orbital gap (alpha / beta) (eV) = 6.281 / 7.926


This record from OMol25 describes 2 unconnected molecules or ions with the total composition C4H10FNS at a distorted geometry. The level of theory is ωB97M-V/def2-TZVPD.

```
! wB97M-V def2-TZVPD RIJCOSX def2/J DEFGRID3
* xyz 0 1
C 0.5224 2.0301 0.0919
C 0.0294 -1.2926 1.8411
C 0.8582 0.5792 0.4778
C -1.7645 -1.1057 -1.9094
N -0.2231 0.0230 1.2523
F -1.9659 0.1605 -2.3208
S -0.7478 -2.1048 -2.7311
H 0.0457 2.6327 0.9530
H 1.4949 2.3834 -0.1468
H -0.1537 2.1939 -0.7600
H 1.0667 -1.5309 1.8261
H -0.4850 -1.2829 2.7958
H -0.3784 -2.1223 1.1910
H 1.2314 0.0191 -0.4449
H 1.7656 0.7367 1.0941
H -1.0593 0.1634 0.7241
H -0.2366 -1.4827 -3.9342
*
```

Summary:
- DFT total energy (Eh) = -711.06870
- orbital gap (eV) = 8.248